The following is a DFT calculation (ωB97M-V/def2-TZVPD) of a cluster of 3 separate species, C39H75BO14P3 in total in a non-equilibrium geometry.

Atoms and positions in Å:
C1 -1.066426 2.632690 -1.297906
C2 -1.208344 1.817442 -0.390586
P1 -1.470920 0.623911 1.130073
C3 -2.922368 1.853380 1.506808
C4 -3.861187 2.273405 0.510649
C5 -0.461451 1.887816 2.225886
C6 -0.534908 1.564660 3.775060
C7 0.316507 2.704533 4.534556
B1 0.267145 -0.059815 0.619457
O1 0.575334 -0.075848 -0.790317
C8 1.444155 -0.586423 1.591216
C9 2.861343 -0.223914 0.908700
O2 -1.821464 -0.499674 2.389501
C10 -2.839362 -1.498556 2.118858
C11 -2.389770 -2.804434 2.937250
C12 -0.957243 -2.636335 3.632504
C13 -0.563449 -4.084109 4.222378
C14 -4.106039 -1.010375 2.940915
C15 -5.384667 -1.943671 2.852064
O3 -6.133302 -1.880999 4.097148
C16 -7.355640 -1.129751 3.918901
C17 -7.022232 0.418148 3.835713
C18 -2.888477 -1.556861 0.531751
C19 -2.105534 -2.663944 -0.275498
O4 -0.894332 -3.141303 0.346231
C20 0.062518 -3.543924 -0.632367
C21 -4.330432 -1.568962 -0.173655
O5 -4.263487 -1.823359 -1.588495
C22 -5.068820 -0.977392 -2.332145
C23 -4.471116 -0.422028 -3.580491
C24 -5.199313 0.452365 -4.504833
C25 -6.612511 0.813071 -4.217092
C26 -7.206783 0.284966 -2.967793
C27 -6.463277 -0.609150 -2.032581
O6 -2.355241 -0.331432 -0.049686
H1 -1.093748 3.612218 -1.831826
H2 -3.090537 2.267633 2.551645
H3 -4.776079 1.658415 0.251098
H4 -3.701277 3.252154 -0.019078
H5 0.578339 2.069795 1.830521
H6 -1.016061 2.870541 2.092854
H7 -1.614740 1.705309 4.085453
H8 -0.127811 0.560472 4.062897
H9 1.173894 2.950826 3.835136
H10 0.715601 2.260259 5.487050
H11 -0.304344 3.628257 4.675711
H12 -0.058949 -0.640438 -1.264193
H13 1.400129 -1.723990 1.549985
H14 1.372806 -0.209488 2.645278
H15 3.662610 -0.710339 1.553371
H16 3.019949 0.883692 0.804301
H17 2.930979 -0.766080 -0.084019
H18 -3.087606 -3.079819 3.773420
H19 -2.298784 -3.721322 2.279275
H20 -1.053058 -1.927706 4.496724
H21 -0.151265 -2.382984 2.902527
H22 -1.451261 -4.760543 4.349653
H23 0.125079 -4.580019 3.464180
H24 0.064957 -3.991780 5.159458
H25 -4.439796 0.039485 2.727551
H26 -3.788897 -1.020547 4.031276
H27 -6.055047 -1.532112 2.038285
H28 -5.094886 -3.016701 2.685881
H29 -7.959662 -1.504487 3.042801
H30 -7.999282 -1.274170 4.842462
H31 -7.941471 1.068921 3.931191
H32 -6.542420 0.632447 2.837544
H33 -6.260341 0.625690 4.643623
H34 -2.733121 -3.580747 -0.531599
H35 -1.789401 -2.200606 -1.262723
H36 0.997813 -3.853466 -0.042109
H37 0.387615 -2.702619 -1.310801
H38 -0.305894 -4.403532 -1.266891
H39 -4.876219 -0.618339 0.071224
H40 -4.954570 -2.410682 0.279832
H41 -3.412163 -0.682298 -3.865753
H42 -4.716772 0.850977 -5.432008
H43 -7.165842 1.459771 -4.944755
H44 -8.274753 0.572645 -2.750314
H45 -6.946770 -1.021691 -1.110783
O7 3.053462 6.750200 -3.911593
P2 1.967159 6.690981 -4.965454
O8 0.730718 7.311829 -4.066426
C28 0.731296 8.706134 -3.797386
C29 0.327859 9.510251 -5.021602
O9 1.602549 5.090842 -4.817857
C30 2.541894 4.165592 -4.272866
C31 2.283085 3.950146 -2.794420
O10 0.920895 6.676085 -6.310370
C32 1.544646 6.921837 -7.576349
C33 2.563038 5.853432 -7.926437
H46 1.714892 9.019761 -3.433392
H47 0.011192 8.877746 -2.995531
H48 1.097755 9.452365 -5.796091
H49 0.185687 10.562125 -4.763134
H50 -0.597485 9.123236 -5.452775
H51 3.567459 4.491149 -4.460656
H52 2.410126 3.218586 -4.803104
H53 2.262959 4.893013 -2.243889
H54 3.049720 3.307806 -2.356689
H55 1.308377 3.481133 -2.643791
H56 2.013839 7.911336 -7.559701
H57 0.752998 6.942597 -8.327739
H58 3.407554 5.868618 -7.228961
H59 2.953527 6.010332 -8.934083
H60 2.114959 4.859819 -7.868210
O11 7.340108 -6.242596 1.175857
P3 6.349145 -5.117152 1.389970
O12 7.258990 -3.880726 0.786364
C34 7.420234 -3.792781 -0.623070
C35 6.159689 -3.278076 -1.296598
O13 6.639370 -4.874439 2.998441
C36 7.204830 -5.899161 3.806366
C37 8.707369 -5.722508 3.915964
O14 5.066018 -4.021090 1.581939
C38 3.753503 -4.571157 1.394739
C39 3.435905 -5.645828 2.416006
H61 7.709339 -4.766620 -1.031313
H62 8.241825 -3.098617 -0.808772
H63 5.354358 -4.014673 -1.229547
H64 6.343144 -3.072088 -2.353464
H65 5.806223 -2.364795 -0.814093
H66 6.941544 -6.888904 3.427932
H67 6.758020 -5.813037 4.800703
H68 9.179953 -5.658707 2.934058
H69 9.156211 -6.552675 4.465885
H70 8.942498 -4.791181 4.436837
H71 3.673780 -4.968758 0.377698
H72 3.040826 -3.749249 1.487152
H73 4.089416 -6.517014 2.289610
H74 2.401881 -5.980404 2.312371
H75 3.589816 -5.271846 3.429942

Forces on the atoms, in the same order (eV/Å):
-0.2 0.9 0.6
0.0 1.2 -0.7
0.1 1.0 -0.8
-3.0 -0.5 -0.4
0.3 -0.1 1.2
-1.1 0.6 1.1
0.6 1.8 -0.3
0.0 -1.1 -0.9
0.3 -1.2 -1.2
0.4 -1.3 1.4
1.0 0.4 -1.2
-0.1 -1.3 0.8
-0.7 -0.9 -0.4
0.7 0.8 1.6
1.5 -0.6 -0.6
-0.7 -1.7 0.4
0.8 0.4 -0.7
-0.9 -0.2 0.1
0.4 0.8 0.1
-0.9 0.3 -1.1
-0.2 0.8 1.0
0.1 -0.6 -0.5
-0.6 0.6 -3.3
0.3 -1.0 -0.4
0.1 0.4 -0.7
1.0 -0.2 0.5
-0.8 -1.3 2.4
-0.9 1.6 0.0
-1.0 1.9 -2.5
-1.3 0.4 -0.1
-1.6 -0.9 2.2
1.8 -1.8 1.9
1.7 -0.3 -0.8
1.0 0.7 -1.8
-0.4 -1.1 2.2
0.1 -1.7 0.5
1.8 0.9 -1.4
2.1 -0.1 -1.3
-1.3 -0.1 1.5
-0.8 -0.4 0.4
1.0 -0.9 0.2
1.2 -0.7 -0.2
-0.7 0.8 -0.4
-0.8 -0.1 1.1
-0.4 0.9 -0.7
0.7 -0.8 0.1
-0.2 1.0 0.2
-0.2 1.2 0.3
0.1 -0.6 -0.9
-0.6 1.0 -0.7
-0.1 -1.2 0.0
-0.2 1.0 1.0
0.3 0.5 -0.9
-0.2 1.0 0.5
0.3 -0.3 -1.1
-1.0 0.3 0.8
0.8 0.7 0.2
-0.9 0.4 0.8
-1.0 -0.2 -0.8
0.7 -0.9 -0.1
-0.2 0.0 -1.3
0.7 -0.9 0.6
-0.4 1.0 0.0
0.7 0.4 0.7
0.9 -0.1 -1.0
1.0 -0.8 0.0
-0.5 0.0 1.0
-1.0 0.0 -0.8
0.4 1.0 0.4
-0.8 -0.3 1.1
-1.3 0.2 -0.9
-0.5 -0.7 0.6
0.3 0.7 0.6
0.8 -0.7 -0.4
0.7 0.8 -0.5
-1.3 0.2 0.7
-0.4 -0.5 1.1
0.4 -0.7 1.0
1.4 -0.5 -0.1
0.4 0.6 -1.0
1.6 2.1 -3.2
-5.5 -5.0 5.4
0.4 0.5 -0.5
-0.2 0.2 0.0
0.0 0.1 -0.1
0.7 0.4 -1.1
0.1 -0.3 0.5
-0.2 0.0 0.1
3.0 2.0 -0.6
0.0 -0.1 -0.4
0.0 -0.1 0.0
0.0 0.0 0.0
0.0 -0.2 0.0
0.0 0.1 0.0
0.0 0.0 0.0
0.0 0.0 0.1
-0.1 0.1 0.1
-0.2 0.1 -0.1
0.2 0.0 -0.1
0.0 0.0 0.0
0.1 -0.1 0.0
0.0 0.0 -0.2
-0.1 0.0 0.2
0.0 0.0 0.0
0.0 0.0 0.1
0.0 0.1 0.0
-3.4 -1.3 -1.9
5.7 5.1 4.6
-0.5 -0.4 -0.4
-0.1 0.2 -0.2
-0.1 0.0 0.0
-0.9 -0.6 -0.2
0.4 -0.1 0.1
0.2 0.1 0.0
-0.8 -3.0 -2.1
-0.6 0.0 0.2
0.1 0.0 0.1
0.1 0.0 0.0
0.0 0.0 0.2
0.0 0.0 -0.1
0.0 0.0 0.0
0.1 0.0 0.0
0.1 0.1 -0.1
-0.1 0.1 -0.1
-0.1 -0.2 0.0
0.0 0.0 0.0
-0.1 -0.1 0.0
-0.2 0.1 0.0
0.2 0.1 0.0
0.0 0.0 0.0
0.1 0.0 0.0
-0.1 0.0 -0.1

Output
Gap between HOMO and LUMO: 3.547 eV
E_LUMO: 0.4 eV
E_HOMO: -3.18 eV
Charge: -1
Multiplicity: 1

---

The following is a DFT calculation (ωB97M-V/def2-TZVPD) of a structure of composition C39H75Cl2N9O11Pd in a non-equilibrium geometry.

Atoms and positions in Å:
Pd1 1.072913 -0.180244 0.153060
Cl1 -0.052626 -2.190688 2.550365
O1 -1.006693 -3.237160 2.920589
O2 1.255801 -2.624590 2.843064
O3 -0.108281 -1.888996 1.083753
O4 -0.411963 -0.966779 3.209270
Cl2 3.108820 1.165884 -2.397675
O5 2.578908 1.228659 -1.064573
O6 4.496012 0.818472 -2.306771
O7 2.398516 0.170228 -3.158587
O8 2.860960 2.490427 -2.937758
C1 -0.059960 -0.876731 -4.114865
C2 -0.142830 -0.660196 -2.685204
N1 -0.116862 -0.466786 -1.549816
H1 0.868812 -1.536090 -4.240086
H2 0.133084 0.030991 -4.654787
H3 -0.952957 -1.499361 -4.440234
C3 4.890167 -2.315327 -1.728189
C4 3.741309 -1.922545 -0.897368
N2 2.828637 -1.613605 -0.295030
H4 5.728156 -1.623161 -1.530407
H5 4.582258 -2.231660 -2.761228
H6 5.084202 -3.316210 -1.525558
C5 -2.727142 2.490243 1.536633
C6 -1.553638 1.736713 1.070605
N3 -0.609703 1.173152 0.746900
H7 -3.439566 1.721621 1.826623
H8 -3.007165 3.129252 0.692627
H9 -2.456796 3.144088 2.357928
C7 2.453746 4.192583 0.540137
C8 1.605975 4.193033 1.721968
N4 0.934900 4.228363 2.682123
H10 3.008083 5.149618 0.503574
H11 1.718067 3.923856 -0.248020
H12 3.161241 3.296974 0.583512
C9 2.254801 1.159726 4.488547
C10 2.203968 0.849905 3.044283
N5 2.277126 0.655115 1.922216
H13 3.282215 1.103772 4.769287
H14 1.770268 0.271146 4.970840
H15 1.707821 2.066122 4.704794
C11 -3.480040 -2.056844 4.092027
C12 -4.063860 -0.883129 3.509942
N6 -4.578116 0.096039 3.106538
H16 -2.562980 -1.793832 4.658382
H17 -3.163776 -2.816885 3.396935
H18 -4.164974 -2.571451 4.807996
C13 -3.575985 5.528474 -3.598751
C14 -2.136346 5.974021 -3.434946
C15 -1.711260 5.933300 -1.953860
C16 -1.596272 4.505602 -1.477465
C17 -0.448469 3.790739 -2.224687
C18 -0.872877 3.661552 -3.673319
N7 -1.120654 5.077254 -4.125548
O9 -1.576002 4.954515 -5.475828
C19 0.218068 3.027366 -4.519439
C20 -2.138180 2.775613 -3.911353
C21 -1.825317 7.296046 -4.022962
H19 -3.931992 4.825312 -2.852969
H20 -3.888175 5.115757 -4.571146
H21 -4.111370 6.470353 -3.519286
H22 -0.701037 6.375426 -1.970907
H23 -2.454135 6.515767 -1.386280
H24 -2.549246 3.993377 -1.379106
H25 -1.189495 4.568855 -0.413619
H26 -0.245103 2.765032 -1.812846
H27 0.451475 4.448138 -2.234595
H28 0.228707 1.915016 -4.296018
H29 -0.121003 2.991285 -5.598753
H30 1.243251 3.383611 -4.418908
H31 -2.431211 2.809377 -4.971601
H32 -1.915552 1.693811 -3.676132
H33 -2.923449 3.050979 -3.230856
H34 -0.769859 7.573837 -3.860376
H35 -2.418634 8.089061 -3.583239
H36 -2.000777 7.323052 -5.078233
H37 -0.809947 5.103622 -6.054547
C22 -5.018561 -3.025799 -4.580531
C23 -5.094252 -2.196026 -3.340826
C24 -6.345807 -2.564414 -2.508652
C25 -6.363480 -1.869568 -1.116701
C26 -5.181270 -2.276260 -0.315170
C27 -3.902336 -2.025407 -1.110442
N8 -4.026871 -2.625995 -2.431455
O10 -2.754607 -2.414923 -3.099350
C28 -3.604538 -0.517877 -1.153328
C29 -2.709228 -2.622905 -0.301580
C30 -5.237539 -0.711754 -3.770693
H38 -5.950740 -2.997222 -5.134343
H39 -4.609070 -3.966049 -4.317002
H40 -4.329067 -2.490472 -5.211287
H41 -7.289956 -2.374446 -3.063478
H42 -6.308758 -3.638765 -2.334042
H43 -7.327067 -2.209955 -0.658654
H44 -6.511101 -0.759986 -1.234818
H45 -5.278462 -3.302745 -0.094898
H46 -4.994724 -1.758477 0.699761
H47 -3.479655 -0.214667 -0.136011
H48 -2.723797 -0.435694 -1.745054
H49 -4.383976 0.115668 -1.480733
H50 -2.808448 -3.721717 -0.234641
H51 -1.778403 -2.264599 -0.694725
H52 -2.722641 -2.220322 0.681390
H53 -5.625148 -0.107259 -2.982190
H54 -6.003356 -0.696652 -4.606237
H55 -4.314433 -0.293230 -4.153353
H56 -2.459265 -3.315362 -3.251649
C31 6.664233 -1.804123 3.865003
C32 5.728078 -2.931734 3.341191
C33 6.387377 -4.299883 3.682477
C34 6.246857 -4.658374 5.154400
C35 4.838316 -4.605173 5.630380
C36 4.244652 -3.194263 5.378122
N9 4.381693 -2.911134 3.896772
O11 3.891062 -1.583482 3.675444
C37 2.745641 -3.227828 5.700696
C38 4.788651 -2.084166 6.313697
C39 5.540657 -2.814812 1.833074
H57 7.398443 -1.640714 3.041350
H58 7.187877 -2.155891 4.799814
H59 6.245779 -0.845514 4.097322
H60 5.799048 -5.080671 3.147489
H61 7.400289 -4.362528 3.263718
H62 6.786149 -4.049065 5.846074
H63 6.579452 -5.670157 5.300850
H64 4.774990 -4.760225 6.765227
H65 4.241808 -5.356840 5.116896
H66 2.359403 -2.198627 5.783262
H67 2.178878 -3.619548 4.853374
H68 2.595362 -3.800488 6.637574
H69 4.389811 -1.064306 6.114727
H70 4.505602 -2.368965 7.355869
H71 5.845684 -2.024781 6.243411
H72 6.512665 -2.986851 1.367915
H73 5.096558 -1.749361 1.782790
H74 4.789957 -3.540576 1.635207
H75 2.965594 -1.856899 3.425782

Forces on the atoms, in the same order (eV/Å):
0.7 0.2 0.8
-2.3 -0.1 -0.5
1.2 1.1 -1.1
1.4 -0.2 0.5
-0.1 -0.5 0.5
0.3 0.1 0.5
-0.1 1.4 -1.2
-1.1 -0.5 2.2
0.0 0.2 -0.3
0.2 -0.1 -0.2
0.9 -1.0 -0.2
0.3 -2.8 -0.1
0.2 0.5 0.8
-0.1 -0.6 -1.6
-1.2 0.9 0.1
-0.3 0.3 -0.2
1.0 1.1 0.2
-0.7 2.1 0.3
1.0 -0.2 -0.8
-1.2 0.5 0.5
-0.4 -0.5 -0.1
0.0 0.2 -0.3
0.8 -1.7 0.5
0.8 -0.4 -0.8
0.5 0.3 0.4
-0.1 0.1 0.0
-0.5 0.4 0.0
-0.5 -0.3 0.2
0.1 -0.1 0.2
0.1 -1.6 0.1
-1.2 0.2 2.8
1.4 -0.2 -2.2
-0.5 -0.6 -0.5
0.9 0.7 -0.3
-0.8 1.3 0.0
-1.2 -2.1 -0.8
0.4 0.7 1.2
-0.6 -0.5 -0.8
0.7 0.5 0.3
0.2 0.9 -0.2
0.2 0.3 0.1
0.5 -1.0 1.7
-1.8 3.0 -1.2
1.5 -2.7 0.9
-0.5 0.0 -0.4
0.0 0.1 -0.6
0.2 0.7 -0.5
-0.8 0.6 -0.6
1.6 -2.5 0.0
-0.4 0.1 -1.1
2.2 0.3 2.7
-1.0 -0.6 -0.2
-0.8 0.0 -0.6
0.3 -0.7 -0.6
0.0 0.3 -0.7
-0.4 -1.7 -1.4
1.0 -1.1 0.4
0.4 1.6 0.1
0.1 0.1 0.3
0.7 0.2 0.2
-0.7 0.0 0.3
-0.4 0.1 0.6
0.5 0.0 0.0
0.0 -0.3 -0.4
-0.7 0.0 -0.8
0.1 1.0 -0.2
-0.4 -0.6 0.3
0.3 1.4 0.2
0.6 0.4 1.0
-0.3 0.3 0.0
-0.1 0.2 0.5
0.0 1.0 -0.2
-0.5 0.1 -0.1
-0.4 -0.3 0.0
-0.3 0.2 0.2
-0.2 -0.1 -0.7
-0.2 0.1 0.6
0.3 1.3 -0.5
-1.6 0.6 1.3
-0.2 0.3 0.2
-2.6 0.6 -0.7
1.2 1.6 1.1
0.4 0.6 1.2
1.1 -0.2 -0.5
-0.2 0.1 -0.1
-0.2 -1.0 0.4
-1.2 -0.6 -1.3
-0.6 -0.8 -1.1
-0.3 -0.5 0.2
-0.1 -1.3 -0.2
0.6 -0.2 -0.6
0.6 0.1 0.2
0.0 -0.2 0.0
0.8 0.3 0.0
0.4 -0.9 0.2
0.0 -1.5 0.3
-0.8 -0.5 -1.5
0.7 0.3 0.8
0.7 0.7 -0.3
-0.8 0.4 -0.8
0.4 0.4 -0.2
0.5 -0.4 -0.4
-0.3 0.3 1.0
-0.2 0.5 0.4
0.9 0.0 0.8
0.2 0.1 0.0
0.1 -0.1 0.0
1.4 -1.2 -0.1
1.1 -0.2 0.7
-1.4 -0.1 -0.4
0.5 -0.6 -0.1
-0.9 1.2 1.3
-0.8 0.4 -0.4
0.2 -0.2 1.6
-1.8 -0.8 -0.3
-0.3 0.2 -0.4
-0.5 -0.4 0.5
-0.1 2.3 1.5
-0.1 0.0 0.8
-0.2 0.4 -1.1
-0.7 0.4 -0.1
0.3 0.4 0.1
-0.1 0.2 0.4
1.0 0.6 0.1
0.5 -0.5 0.1
0.1 -0.1 -1.6
-0.3 0.0 0.1
0.1 -0.3 0.4
0.0 -0.6 0.3
-0.2 0.4 -0.6
0.0 -0.9 -0.1
0.3 0.3 -0.7
1.0 0.1 0.3
-0.3 0.2 -0.4
0.9 -1.7 -0.9
-0.6 -0.6 -0.9
0.9 0.9 0.0

Output
Gap between HOMO and LUMO (alpha / beta): 8.962 / 6.968 eV
E_LUMO (alpha / beta): 0.4 / -1.6 eV
E_HOMO (alpha / beta): -8.55 / -8.55 eV
⟨S²⟩: 2.00
Multiplicity: 3